[1]
{"formula": "C10H17N2O", "method": "ωB97M-V/def2-TZVPD", "species": ["C", "C", "C", "C", "C", "C", "C", "C", "C", "C", "N", "N", "O", "H", "H", "H", "H", "H", "H", "H", "H", "H", "H", "H", "H", "H", "H", "H", "H", "H"], "positions_angstrom": [[-1.91, -1.14, -0.90], [-1.05, -0.06, -0.85], [0.18, -0.54, -0.16], [-1.20, 1.22, -1.77], [-1.89, 1.47, -0.45], [0.03, -0.92, 1.23], [-1.12, -0.81, 2.16], [2.66, -1.17, -0.72], [2.04, 1.13, 0.07], [1.58, -0.09, -0.78], [-0.13, -1.91, 0.17], [-1.33, 2.03, 0.57], [-1.41, -2.24, -0.25], [-2.73, -1.40, -1.51], [-0.18, 1.57, -1.95], [-1.64, 1.04, -2.73], [-2.90, 1.20, -0.67], [0.92, -0.93, 1.89], [-1.20, -1.79, 2.76], [-2.20, -0.84, 1.81], [-0.99, -0.10, 3.06], [3.46, -0.85, -1.48], [2.19, -2.13, -0.91], [3.13, -1.38, 0.25], [2.11, 0.70, 1.05], [1.50, 2.08, 0.06], [3.03, 1.26, -0.18], [1.18, 0.10, -1.83], [-0.29, 2.29, 0.65], [-1.84, 2.17, 1.40]], "lowdin_charge": [0.0697, -0.1859, -0.3179, 0.0414, -0.1622, -0.2409, -0.0675, -0.0545, -0.0301, -0.2932, 0.0605, 0.1800, 0.0502, 0.1530, 0.1174, 0.1221, 0.1587, 0.1632, 0.1189, 0.0956, 0.1083, 0.1235, 0.0719, 0.0910, 0.0773, 0.0725, 0.0536, 0.1452, 0.1593, 0.1186], "homo_energy_ha": -0.456, "total_charge": 1}

***

[2]
{"formula": "C37H31F5N4O2STi", "method": "ωB97M-V/def2-TZVPD", "species": ["Ti", "O", "C", "C", "C", "C", "C", "C", "C", "N", "C", "C", "N", "C", "C", "C", "C", "C", "C", "C", "O", "H", "H", "H", "H", "H", "H", "H", "H", "H", "H", "H", "H", "H", "H", "C", "C", "C", "C", "C", "C", "C", "C", "C", "C", "N", "C", "C", "C", "C", "C", "N", "H", "H", "H", "H", "H", "H", "H", "H", "H", "H", "H", "H", "H", "H", "H", "H", "H", "F", "C", "C", "F", "C", "F", "C", "S", "C", "F", "C", "F"], "positions_angstrom": [[-0.83, -0.45, -0.41], [0.36, -0.36, -1.92], [1.06, -1.16, -2.69], [2.45, -0.98, -2.80], [3.21, -1.82, -3.60], [2.62, -2.87, -4.30], [1.26, -3.08, -4.18], [0.47, -2.23, -3.41], [-0.97, -2.51, -3.26], [-1.87, -1.62, -3.39], [-3.20, -1.98, -2.95], [-3.47, -1.31, -1.60], [-2.44, -1.69, -0.63], [-2.68, -2.79, 0.03], [-1.79, -3.39, 0.98], [-2.23, -4.53, 1.69], [-1.45, -5.14, 2.64], [-0.17, -4.63, 2.90], [0.30, -3.53, 2.22], [-0.50, -2.88, 1.25], [-0.01, -1.85, 0.62], [2.90, -0.19, -2.22], [4.28, -1.66, -3.66], [3.23, -3.53, -4.91], [0.79, -3.91, -4.69], [-1.23, -3.54, -2.97], [-3.32, -3.07, -2.84], [-3.93, -1.62, -3.67], [-4.46, -1.60, -1.22], [-3.47, -0.23, -1.71], [-3.62, -3.31, -0.15], [-3.23, -4.90, 1.48], [-1.82, -6.01, 3.17], [0.46, -5.10, 3.65], [1.28, -3.12, 2.41], [0.90, 4.66, 2.55], [0.20, 3.50, 1.85], [-0.36, 3.80, 0.48], [-0.31, 5.10, -0.02], [-0.75, 5.42, -1.29], [-1.23, 4.41, -2.10], [-1.30, 3.09, -1.65], [-1.78, 2.06, -2.64], [-0.82, 1.86, -3.81], [-0.91, 2.77, -0.33], [-1.16, 1.49, 0.10], [-1.07, 0.93, 1.36], [-2.18, 0.15, 1.78], [-2.20, -0.81, 2.84], [-3.46, -1.35, 2.82], [-4.16, -0.70, 1.77], [-3.41, 0.21, 1.15], [1.31, 4.31, 3.50], [0.23, 5.49, 2.77], [1.73, 5.04, 1.96], [-0.59, 3.12, 2.50], [0.93, 2.69, 1.74], [0.11, 5.88, 0.60], [-0.70, 6.45, -1.65], [-1.56, 4.62, -3.11], [-2.77, 2.36, -3.02], [-1.94, 1.10, -2.14], [-0.74, 2.78, -4.39], [-1.16, 1.05, -4.46], [0.17, 1.60, -3.44], [-0.17, 0.98, 1.97], [-1.36, -1.07, 3.47], [-3.84, -2.14, 3.46], [-5.19, -0.86, 1.48], [6.95, 0.95, 4.94], [6.06, 1.00, 3.92], [4.71, 0.87, 4.15], [4.27, 0.70, 5.41], [3.81, 0.93, 3.10], [2.51, 0.78, 3.42], [4.19, 1.11, 1.76], [3.06, 1.18, 0.45], [5.58, 1.22, 1.58], [6.09, 1.40, 0.35], [6.49, 1.17, 2.61], [7.81, 1.30, 2.36]], "lowdin_charge": [1.0536, -0.2044, -0.3264, -0.0005, -0.1013, -0.1309, -0.0728, -0.1434, -0.1294, 0.0630, -0.2230, -0.2083, -0.0962, -0.1084, -0.1640, -0.0700, -0.1276, -0.1088, -0.0110, -0.3360, -0.1479, 0.0771, 0.0952, 0.0808, 0.0992, 0.1269, 0.1026, 0.1070, 0.1128, 0.0995, 0.1226, 0.1032, 0.0809, 0.0894, 0.1166, -0.1216, -0.2175, -0.1377, -0.0741, -0.1215, -0.0824, -0.1638, -0.2064, -0.0947, -0.1578, -0.0617, -0.1943, -0.3625, -0.0760, -0.1281, -0.2443, 0.0527, 0.0660, 0.0638, 0.0740, 0.1128, 0.0560, 0.0851, 0.0798, 0.0995, 0.1123, 0.0476, 0.0590, 0.0620, 0.0715, 0.1053, 0.1044, 0.0780, 0.0757, 0.0664, -0.1690, -0.1640, 0.0795, -0.2566, 0.0571, -0.6427, 0.5600, -0.2637, 0.0441, -0.1652, 0.0731], "homo_energy_ha": [-0.029, -0.026], "total_charge": -2}

***

[3]
{"formula": "C2H5NO", "method": "ωB97M-V/def2-TZVPD", "species": ["C", "C", "N", "O", "H", "H", "H", "H", "H"], "positions_angstrom": [[0.09, -0.02, 1.67], [-0.08, 0.57, -0.63], [0.32, 0.72, 0.69], [-0.99, -0.95, -2.09], [0.36, 0.31, 2.66], [-0.39, -1.00, 1.58], [0.71, 0.73, -1.34], [-1.02, 1.05, -0.85], [-0.16, -1.27, -2.45]], "lowdin_charge": [0.0012, 0.0239, -0.0208, -0.2728, 0.0757, 0.0959, 0.0763, 0.0854, -0.0649], "homo_energy_ha": [-0.320, -0.356], "total_charge": 0}

***

Computed ΔE to the lowest compared entry with this formula, charge and spin, in the same sequence as the records: 141.8, 33.3, 112.4 kcal/mol.
Computed energy, in the same sequence as the records: -575.53716, -3545.13084, -209.04315 Eh.